[1]
# C60H156N12O18

A 12-piece molecular cluster, C60H156N12O18 overall (ωB97M-V/def2-TZVPD, the OMol25 dataset).

Output
Electronic energy = -119470.8712 eV
Energy relative to the best compared isomer or geometry (same formula, charge and spin) = 90.2 kcal per mole
SMILES = COC[C@H](C)N.COC[C@H](C)N.COC[C@H](C)N.COC[C@H](C)N.COC[C@H](C)N.COC[C@H](C)N.COCCNCCOC.COCCNCCOC.COCCNCCOC.COCCNCCOC.COCCNCCOC.COCCNCCOC
Frontier orbital gap = 8.715 eV
F_max = 0.0650 Eh/bohr

Cartesian coordinates (Å):
C  -6.5053  -29.5184  0.4594
O  -5.1530  -29.4164  0.0308
C  -4.5049  -30.4978  -0.5629
C  -4.4037  -31.7059  0.3671
C  -3.5595  -31.4441  1.6413
N  -3.9714  -32.8028  -0.4650
H  -6.7019  -30.0527  1.3962
H  -7.2564  -29.9028  -0.2012
H  -6.7746  -28.5231  0.6440
H  -4.9159  -30.8709  -1.5148
H  -3.5158  -30.0255  -0.8145
H  -5.4189  -31.9147  0.7679
H  -2.4989  -31.5819  1.4641
H  -3.8946  -32.1833  2.4157
H  -3.7499  -30.4788  2.0785
H  -3.0031  -32.8435  -0.6466
H  -4.3625  -33.6398  -0.1504
C  -5.0402  -30.0503  4.6809
O  -5.6124  -31.2872  4.4500
C  -7.0116  -31.1654  4.6682
C  -7.5796  -32.5577  4.5157
C  -9.1076  -32.5376  4.3521
N  -7.1688  -33.4504  5.6896
H  -5.2407  -29.6988  5.6769
H  -5.4444  -29.2756  3.9673
H  -4.0026  -29.9696  4.4149
H  -7.1725  -30.8835  5.6982
H  -7.4127  -30.4910  3.9349
H  -7.1132  -32.9330  3.5577
H  -9.4945  -31.9522  5.1612
H  -9.4283  -33.5626  4.4532
H  -9.3920  -32.0961  3.4099
H  -7.1232  -34.3655  5.2752
H  -6.1490  -33.2354  5.7902
C  -6.3713  -34.0012  8.8916
O  -5.9453  -32.7318  9.4140
C  -6.4438  -31.6464  8.6266
C  -6.5080  -30.3552  9.5244
C  -7.7278  -30.4437  10.4899
N  -6.5482  -29.2205  8.5721
H  -5.8174  -34.7097  9.5247
H  -6.0863  -34.0817  7.8714
H  -7.4471  -34.0984  9.0316
H  -5.6867  -31.5278  7.8163
H  -7.4508  -31.8125  8.0765
H  -5.6081  -30.2576  10.1693
H  -7.6380  -31.2559  11.2443
H  -8.6628  -30.6681  9.9459
H  -7.8873  -29.4557  10.9055
H  -7.4593  -29.1716  8.2272
H  -6.2631  -28.2662  8.7691
C  -7.5769  -24.8198  7.2173
O  -7.4770  -26.0689  6.5766
C  -6.2890  -26.3834  5.9517
C  -6.1110  -25.8597  4.4908
C  -7.1835  -26.4792  3.5351
N  -4.7534  -26.2138  4.1112
H  -8.6144  -24.7658  7.5687
H  -7.3126  -23.9902  6.5136
H  -6.9622  -24.7176  8.1440
H  -5.4555  -25.9484  6.4850
H  -6.0720  -27.4605  6.0416
H  -6.3639  -24.8059  4.5181
H  -8.1119  -26.0852  3.9385
H  -7.2985  -27.5923  3.5582
H  -7.0975  -26.0696  2.5147
H  -4.5663  -26.2473  3.1316
H  -3.9795  -25.7102  4.5303
C  -0.1232  -28.4354  2.2024
O  -0.8601  -27.7613  1.2488
C  -2.1063  -27.2483  1.6908
C  -2.7993  -26.6937  0.3973
C  -1.8453  -25.6804  -0.1064
N  -4.0800  -26.2116  0.7924
H  -0.0121  -27.8772  3.1597
H  0.8333  -28.7132  1.7848
H  -0.6566  -29.3514  2.5259
H  -2.7071  -28.0665  2.2020
H  -2.0503  -26.4773  2.4514
H  -2.8870  -27.5050  -0.3153
H  -1.7358  -24.8134  0.5875
H  -2.2304  -25.2579  -1.0308
H  -0.8416  -26.0855  -0.1517
H  -4.7761  -26.8572  0.4739
H  -4.3177  -25.2669  0.5282
C  -3.3087  -30.5062  9.0578
O  -1.9027  -30.6211  8.6472
C  -1.5601  -29.3065  8.1427
C  -2.0433  -29.0159  6.6877
C  -1.1420  -29.6892  5.7281
N  -2.2128  -27.4963  6.5241
H  -3.3302  -29.6042  9.7027
H  -3.6452  -31.4796  9.5927
H  -4.0320  -30.4413  8.2661
H  -2.0060  -28.4414  8.7888
H  -0.4540  -29.2355  8.1303
H  -3.0317  -29.4385  6.6409
H  -1.4587  -29.8696  4.7185
H  -1.0884  -30.7059  6.0845
H  -0.1224  -29.2072  5.6878
H  -1.3166  -27.1442  6.3642
H  -2.7709  -27.3654  5.6487
C  2.7279  -33.7428  6.5058
O  2.5372  -33.0798  7.7364
C  1.1789  -32.8018  8.0948
C  1.1366  -31.9099  9.3113
N  1.5398  -32.7376  10.4908
C  1.7063  -31.9430  11.7885
C  3.1871  -31.8216  11.9837
O  3.3820  -30.8957  13.0799
C  4.6764  -30.8451  13.5594
H  1.9074  -34.3951  6.1912
H  3.6346  -34.3511  6.6425
H  2.8905  -33.0446  5.6738
H  0.6453  -33.7677  8.2173
H  0.6264  -32.4337  7.2184
H  0.1998  -31.4610  9.3866
H  1.8923  -31.1420  9.2763
H  0.8688  -33.5301  10.5955
H  1.3342  -32.5164  12.6108
H  1.1849  -31.0120  11.6836
H  3.8400  -31.4901  11.1863
H  3.5240  -32.8837  12.2786
H  5.0109  -31.7646  14.1015
H  4.7553  -30.0577  14.2600
H  5.5151  -30.5250  12.8674
C  -4.5755  -28.3088  12.7161
O  -4.7565  -29.2069  13.7818
C  -5.0387  -30.5385  13.3131
C  -3.8112  -31.3363  12.9289
N  -4.1479  -32.7944  12.8295
C  -3.0865  -33.7001  12.3248
C  -3.1178  -33.9135  10.8133
O  -1.9477  -34.5621  10.3533
C  -1.7261  -35.8036  10.9307
H  -3.9397  -28.8649  11.9401
H  -4.1731  -27.3654  13.0934
H  -5.5254  -28.1052  12.2780
H  -5.7611  -30.5089  12.4346
H  -5.6046  -31.0690  14.0852
H  -3.0484  -31.3287  13.7406
H  -3.3917  -30.9971  11.9487
H  -5.0628  -32.9300  12.2961
H  -3.1311  -34.6796  12.7773
H  -2.1108  -33.2912  12.5887
H  -3.1448  -32.9256  10.3271
H  -4.0163  -34.4732  10.5654
H  -1.8152  -35.7901  12.0191
H  -0.7097  -36.2079  10.6171
H  -2.4925  -36.4959  10.5289
C  0.0559  -29.4639  14.5255
O  0.3050  -28.5079  13.5420
C  -0.8799  -27.9782  13.0570
C  -0.6369  -27.3929  11.6259
N  0.3138  -26.3697  11.6159
C  -0.1203  -25.0809  12.1450
C  0.6434  -23.9619  11.5672
O  1.9712  -23.9909  12.0159
C  2.8123  -22.9956  11.5225
H  1.0505  -29.7048  14.8526
H  -0.5141  -30.2927  14.1972
H  -0.4814  -29.0891  15.3532
H  -1.3867  -27.2835  13.7443
H  -1.7311  -28.7745  12.9015
H  -1.6684  -27.1189  11.3644
H  -0.3801  -28.2620  10.9269
H  1.1726  -26.7296  11.9877
H  -0.2414  -25.1104  13.2652
H  -1.1431  -24.9568  11.7330
H  0.1923  -23.0552  11.9027
H  0.7117  -24.0365  10.5002
H  2.6932  -21.9914  12.0299
H  2.6787  -22.7917  10.4840
H  3.8058  -23.3204  11.7509
C  -0.0642  -21.4698  9.2550
O  -1.3935  -21.8162  9.6075
C  -1.9922  -21.1025  10.7572
C  -3.5260  -21.3300  10.6622
N  -3.7671  -22.7751  10.7075
C  -5.1359  -23.1586  10.9574
C  -5.3076  -24.6844  10.9804
O  -5.0134  -25.0564  9.6380
C  -4.2338  -26.2166  9.4631
H  0.0706  -20.4742  9.5946
H  0.0208  -21.5798  8.1252
H  0.7566  -22.0536  9.7555
H  -1.8168  -20.0374  10.6562
H  -1.6540  -21.3681  11.7656
H  -3.9066  -20.8640  9.7774
H  -3.9122  -20.8822  11.5547
H  -3.3992  -23.1358  9.8687
H  -5.8580  -22.7766  10.1759
H  -5.4209  -22.8226  11.9199
H  -6.3958  -24.9565  11.2307
H  -4.6135  -25.1766  11.6980
H  -3.3951  -26.0672  10.1534
H  -3.9491  -26.2638  8.4326
H  -4.7335  -27.1187  9.7977
C  2.3373  -26.8534  7.0424
O  1.1407  -26.1281  7.0448
C  0.9633  -25.4063  8.2319
C  -0.4978  -24.9802  8.3507
N  -0.9217  -24.3851  7.1306
C  -2.3182  -23.9885  7.0236
C  -2.6573  -23.0319  5.9267
O  -2.7701  -23.6748  4.6817
C  -2.9733  -22.8902  3.5775
H  2.1091  -27.6253  7.8293
H  3.2049  -26.2205  7.3404
H  2.3965  -27.3530  6.1051
H  1.7323  -24.6160  8.3799
H  1.0950  -26.1578  9.0275
H  -0.6232  -24.3440  9.1873
H  -1.0785  -25.8874  8.6366
H  -0.6211  -24.9702  6.3508
H  -2.5577  -23.6028  8.0206
H  -2.9711  -24.8600  6.7904
H  -1.8268  -22.2758  5.7512
H  -3.5039  -22.4271  6.2615
H  -3.9812  -22.4775  3.4262
H  -2.6417  -23.5333  2.7613
H  -2.2892  -21.9720  3.5493
C  -2.8566  -33.5568  6.9207
O  -1.8270  -33.4633  6.0123
C  -2.1311  -33.6441  4.6608
C  -0.8573  -33.6036  3.8760
N  -0.2754  -32.2925  3.7211
C  1.0978  -32.3164  3.1713
C  1.8543  -31.1056  3.5581
O  1.9739  -31.1679  4.9990
C  2.5385  -29.9512  5.5085
H  -2.4371  -33.1467  7.8692
H  -3.2162  -34.5970  6.9892
H  -3.7088  -32.9336  6.6989
H  -2.8809  -32.8876  4.3309
H  -2.6076  -34.6215  4.5244
H  -1.1761  -34.0650  2.9216
H  -0.1842  -34.3079  4.4086
H  -0.1849  -31.8776  4.6134
H  1.1163  -32.3457  2.0774
H  1.5854  -33.2313  3.5551
H  1.3440  -30.2569  3.2215
H  2.9208  -31.0529  3.2264
H  3.4981  -29.7142  5.0249
H  2.7663  -30.0171  6.5703
H  1.7835  -29.1903  5.4471



[2]
# C7H11I2LuN2OS

C7H11I2LuN2OS as an isolated structure (ωB97M-V/def2-TZVPD, the OMol25 dataset).

Output
Electronic energy = -73116.4827 eV
Charge = -2
Frontier orbital gap (alpha / beta) = 3.517 / 2.773 eV
F_max = 0.1253 Eh/bohr

Cartesian coordinates (Å):
C  0.3478  -1.2095  -4.7304
I  -1.4301  -0.3223  -4.5744
H  -0.1880  -1.5920  -3.3278
H  1.0063  -0.2895  -4.8515
H  -0.1197  -1.7649  -5.6362
C  -0.0222  2.3377  1.0632
C  0.3245  0.2159  1.7534
N  -0.5021  1.3255  1.8568
H  1.6929  2.4386  -0.2917
I  1.5343  -3.9174  1.9395
N  1.2481  0.6174  0.7901
H  -0.5483  3.3409  1.0525
Lu  -0.5412  -1.9073  1.8050
C  -1.7152  -1.4094  -0.9431
O  -1.3102  -2.0922  -0.0411
C  1.0107  1.9278  0.4428
C  2.2780  -0.2150  0.1955
H  3.1814  0.3928  0.0078
H  1.9522  -0.6142  -0.7803
H  2.5247  -1.0636  0.8395
C  -1.7281  1.3947  2.6249
H  -1.9189  2.4420  2.9212
H  -1.6693  0.7502  3.5036
H  -2.5850  1.0429  2.0299
S  -2.8225  -1.8290  2.3509